Below is a cluster of 7 separate species, C23H58N12O7 in total in a non-equilibrium geometry, with properties calculated with ωB97M-V with the def2-TZVPD basis set.

Each line ends with the Löwdin charge.
Atoms and positions in Å:
O  10.4389  21.5650  17.0043  0.044
O  6.4106  21.2909  15.2904  0.031
O  6.3744  20.7246  7.7933  -0.013
O  5.1311  24.9204  11.6172  0.002
O  8.9682  22.4135  12.1567  0.004
O  7.7863  18.3566  9.6172  -0.010
O  15.0177  24.3919  10.0327  -0.011
N  10.2841  19.3113  16.8938  0.132
N  5.6235  17.8958  10.0858  0.183
N  14.5767  23.5718  8.9719  -0.120
N  5.0661  20.4848  8.2584  -0.112
N  6.6391  19.0179  15.4089  0.153
N  8.9866  20.8300  10.5194  0.179
N  7.2870  16.3734  10.6168  0.163
N  6.5545  24.0046  13.1473  0.179
N  9.7071  20.5936  15.0712  0.158
N  4.6620  25.1331  13.8204  0.137
N  4.7208  19.9538  14.5640  0.159
N  7.9193  20.4385  12.5102  0.179
C  4.8148  22.9352  8.5192  -0.020
C  8.6823  21.2890  11.7580  -0.678
C  13.8473  21.7167  6.9910  -0.183
C  12.8144  22.1643  8.0185  -0.132
C  12.4062  23.6012  10.0122  -0.025
C  4.5807  21.5759  9.1606  -0.490
C  16.4858  24.3881  7.6999  -0.047
C  15.6438  23.1713  8.0773  -0.531
C  4.2726  19.8152  7.2281  -0.526
C  10.1663  20.5814  16.3528  -0.682
C  4.8410  18.4497  6.8662  -0.027
C  14.9366  22.7490  6.7730  -0.144
C  2.8648  19.6473  7.7896  -0.157
C  5.3332  21.4510  10.4706  -0.030
C  2.2469  20.9385  8.2827  -0.173
C  13.4403  22.7104  9.3114  -0.508
C  16.5856  22.0631  8.5699  -0.026
C  13.8266  21.5682  10.2456  -0.034
C  6.9476  17.5873  10.0925  -0.647
C  5.9574  20.1774  15.1087  -0.692
C  4.1477  20.6702  5.9543  -0.029
C  5.4620  24.7160  12.7792  -0.680
C  3.0930  21.4174  9.4603  -0.138
H  5.3846  18.7958  9.6755  0.068
H  9.6729  21.4768  14.5863  0.098
H  17.4516  21.9854  7.9151  0.082
H  14.6458  25.2536  9.8219  0.101
H  9.5689  21.3410  9.8843  0.101
H  15.6869  22.4289  6.0466  0.121
H  3.7812  21.6744  6.1576  0.057
H  17.0584  24.8170  8.5260  0.082
H  6.6315  15.7440  11.0394  0.096
H  7.1116  23.5803  12.4241  0.071
H  12.4687  23.6086  11.1002  0.088
H  4.7805  24.8255  14.7687  0.086
H  16.1056  21.1029  8.7458  0.056
H  1.2064  20.7637  8.5620  0.114
H  8.5643  19.9669  10.1956  0.042
H  4.4165  19.0485  14.2568  0.090
H  6.4180  21.4574  10.3862  0.066
H  5.0385  22.2443  11.1629  0.082
H  14.4268  21.9429  11.0784  0.091
H  4.9224  17.2349  10.3655  0.104
H  3.4201  20.2393  5.2616  0.088
H  15.8142  25.2001  7.4039  0.087
H  2.2149  21.7089  7.5125  0.104
H  2.8244  20.8681  10.3680  0.116
H  5.0641  20.5086  10.9600  0.066
H  2.9182  18.9460  8.6357  0.113
H  14.4686  23.6597  6.3816  0.120
H  4.6297  23.7527  9.2222  0.080
H  4.6381  18.2073  5.8254  0.085
H  6.0821  18.1916  15.5308  0.091
H  6.7583  23.7849  14.1050  0.090
H  11.3958  23.2158  9.8370  0.072
H  7.6210  19.5812  12.0747  0.084
H  12.4379  24.6067  9.6005  0.087
H  13.3855  21.3673  6.0639  0.111
H  10.6250  19.1906  17.8273  0.096
H  3.7954  25.5976  13.6264  0.092
H  14.3997  20.7573  9.7957  0.066
H  12.9305  21.1145  10.6819  0.084
H  7.5127  19.1192  15.8949  0.078
H  16.9562  22.3426  9.5644  0.090
H  14.3415  20.7914  7.3280  0.105
H  17.1813  24.1676  6.8923  0.085
H  5.8667  23.0814  8.2605  0.089
H  8.2700  16.1740  10.6483  0.107
H  2.6912  22.4122  9.7007  0.125
H  5.1014  20.8102  5.4423  0.089
H  4.1090  20.7241  14.3674  0.105
H  4.2343  23.1055  7.6145  0.073
H  6.9300  20.1136  8.2976  0.069
H  4.4210  17.6669  7.5044  0.071
H  12.0331  22.7761  7.5667  0.120
H  9.6259  19.7662  14.5098  0.082
H  7.6179  20.6179  13.4525  0.050
H  2.2302  19.1297  7.0629  0.125
H  12.2966  21.2544  8.3514  0.114
H  10.1063  18.4930  16.3408  0.078
H  5.9198  18.4103  7.0260  0.079

Properties
* HOMO-LUMO gap: 0.2817 hartree
* structure (SMILES): CC1(C)CCCC(C)(C)N1O.CC1(C)CCCC(C)(C)N1O.NC(N)=O.NC(N)=O.NC(N)=O.NC(N)=O.NC(N)=O
* ΔE to the lowest compared entry with this formula, charge and spin: 2.18 kJ/mol
* charge: 0

=====

Below is a structure of composition C23H58N2O15S2Si in a non-equilibrium geometry, with properties calculated with ωB97M-V with the def2-TZVPD basis set.

Each line ends with the Löwdin charge.
Atoms and positions in Å:
S  -5.2071  0.9642  2.3460  0.681
S  -2.9134  -1.5385  6.4055  1.019
Si  0.4599  -1.2831  0.6664  0.616
O  -5.8043  2.1675  1.8073  -0.367
O  -6.0996  0.3516  3.2977  -0.349
O  0.1943  -5.4543  -0.7469  -0.060
O  4.4126  4.0375  -1.5961  -0.064
O  6.8278  0.1489  2.6577  -0.061
O  2.5695  -3.4989  3.7558  -0.008
O  2.5624  2.3448  -2.9537  -0.052
O  -0.3235  1.1667  -5.0778  -0.178
O  0.4513  -3.1705  -8.2866  -0.053
O  4.6467  -4.0631  4.2924  0.097
O  -3.4119  4.2632  -5.1997  -0.047
O  5.3557  0.9246  6.3028  -0.053
O  -3.3487  1.5306  -7.5429  -0.055
O  2.4461  1.6810  2.1154  -0.057
O  -1.1887  -2.4936  -5.5493  -0.051
N  -1.7613  -2.2497  5.5238  -0.234
N  -3.3944  -0.3067  5.4137  -0.184
C  -1.4829  2.8476  -1.8540  -0.184
C  -0.7268  -0.9791  2.1421  -0.088
C  1.4859  -2.6318  4.1456  -0.171
C  -3.4579  1.3016  -1.0772  -0.182
C  -2.5887  -0.4757  4.3697  -0.340
C  -0.7477  -1.7912  3.2729  -0.155
C  -1.8658  1.0910  0.9333  -0.131
C  -1.4928  0.5150  -5.6171  -0.109
C  1.0827  0.3202  -0.1677  -0.171
C  4.0918  -1.8982  5.0529  -0.134
C  -2.4511  0.3756  -0.3469  -0.184
C  0.1410  -3.0360  3.4891  -0.102
C  4.3201  -0.7311  4.0444  -0.094
C  3.7709  -3.2253  4.3427  -0.467
C  -1.3400  2.7432  -3.4184  -0.152
C  -1.7383  0.1413  2.1401  -0.121
C  -1.6364  -1.5531  4.3787  -0.290
C  2.0013  -2.3082  1.0130  -0.162
C  -2.6095  0.3525  3.1818  -0.159
C  -2.9520  2.7475  -1.3531  -0.185
C  -0.5675  1.4257  -3.7097  -0.258
C  -0.5550  -2.1953  -0.6819  -0.152
C  -3.6739  1.4497  3.1998  -0.187
H  0.3849  1.4944  -3.1257  0.093
H  -3.4113  2.4903  -7.5630  0.030
H  2.9839  2.2296  2.6978  0.050
H  0.9110  -3.4086  -9.0976  0.040
H  5.0518  -2.0180  5.5783  0.115
H  -1.2456  0.2204  -6.6480  0.079
H  5.6460  0.2781  6.9555  0.049
H  -4.0184  4.7854  -4.6631  0.046
H  -0.7389  -5.6791  -0.6660  0.041
H  -2.5883  1.8964  1.1367  0.081
H  1.4398  -2.5877  5.2459  0.133
H  2.1431  0.9651  2.6840  0.018
H  -0.5815  -2.8628  -6.2006  0.013
H  0.3957  -2.2088  -8.3165  0.039
H  -0.7844  2.1476  -1.3722  0.066
H  0.2531  -3.6378  2.5794  0.110
H  7.1106  -0.7715  2.6323  0.044
H  0.4774  0.5615  -1.0573  0.002
H  4.9342  0.0657  4.5115  0.046
H  3.3401  -1.6254  5.8128  0.112
H  -4.9241  0.1336  1.2894  0.081
H  -2.9604  -0.5380  -0.0044  0.102
H  -4.3356  1.4050  -0.4028  0.078
H  -1.1334  3.8630  -1.5806  0.110
H  -0.1760  -3.2091  -0.8760  0.005
H  2.5266  3.3077  -2.9821  0.035
H  -1.1397  0.5989  -3.2261  0.112
H  -0.3616  -3.6825  4.2313  0.109
H  -3.0327  3.3867  -0.4554  0.104
H  -2.3527  2.7505  -3.8347  0.070
H  6.4428  0.2992  1.7876  0.043
H  -0.5441  -1.5934  -1.6096  0.029
H  4.0624  3.3305  -1.0416  0.030
H  3.3697  -0.2623  3.7428  0.042
H  2.9772  2.1026  -3.7880  0.051
H  2.0998  0.1195  -0.5564  0.045
H  -1.6104  -2.1867  -0.3572  0.021
H  1.7707  -3.3829  1.1025  0.038
H  5.9998  1.6374  6.3766  0.052
H  2.6308  -2.2329  0.1029  0.051
H  -3.8544  0.8847  -2.0181  0.115
H  -2.8890  1.3087  -8.3593  0.045
H  4.9714  4.5508  -1.0035  0.036
H  -3.5940  3.2029  -2.1286  0.104
H  2.6219  -1.9385  1.8406  0.018
H  -0.9204  1.6127  0.7212  0.101
H  -2.3210  1.2294  -5.5656  0.063
H  -1.6060  0.1641  -1.0178  0.056
H  -3.9827  1.6831  4.2317  0.108
H  -3.5990  4.5432  -6.1016  0.035
H  -1.8586  -3.1768  -5.4431  0.046
H  1.7187  -1.6017  3.8096  0.100
H  -3.3481  2.3822  2.7242  0.098
H  0.6477  -6.3014  -0.6811  0.040
H  1.1689  1.1818  0.5274  0.012
H  4.8163  -1.0946  3.1362  0.070
H  -1.7212  -0.4255  -5.0646  0.069
H  -0.7432  3.6053  -3.7613  0.113

Properties
* HOMO-LUMO gap: 0.2929 hartree
* charge: 0

=====

> HOMO-LUMO gap of number 1 (C23H58N12O7)?

0.2817 hartree

=====

> Number 2 is which compound?

C23H58N2O15S2Si

=====

> Among the records above, which one has the highest HOMO-LUMO gap?

C23H58N2O15S2Si